Molecular formula: C5H4N2O4P
Method: DFT, ωB97M-V/def2-TZVPD

Geometry (Å):
O: 3.855 0.930 -0.733
N: 2.633 0.947 -0.648
O: 1.951 1.844 -0.970
P: 1.939 -0.857 0.226
O: 2.172 -1.921 -0.801
O: 2.561 -0.936 1.576
C: 0.209 -0.264 0.345
C: -0.717 -1.172 -0.061
C: -2.055 -0.784 -0.318
C: -2.473 0.455 0.180
C: -1.467 1.289 0.672
N: -0.153 0.962 0.669
H: -0.246 -2.055 -0.341
H: -2.865 -1.402 -0.967
H: -3.440 0.755 0.223
H: -1.903 2.205 0.949

Values from the calculation:
LUMO in eV: 3.231
Relative energy (zero: lowest compared OMol25 entry of this formula, charge and spin) in eV: 0.576
HOMO energy in eV: -5.19
Multiplicity: 1
Gap between HOMO and LUMO in eV: 8.4
Charge: -1